1.
{"formula": "C29H60BrCl4F2KLi2N6O16PS3", "method": "ωB97M-V with the def2-TZVPD basis set", "gap_ev": 1.83, "relative_energy_kcal_mol": 353.52, "charge": -1, "total_energy_ha": -9437.84233, "fmax_ev_per_a": 10.48, "e_homo_ev": -3.9, "species": ["C", "O", "C", "C", "C", "C", "C", "C", "C", "C", "C", "C", "N", "C", "C", "O", "C", "C", "O", "C", "C", "C", "C", "C", "S", "O", "O", "Cl", "C", "N", "C", "C", "O", "O", "C", "C", "P", "N", "O", "O", "H", "H", "H", "H", "H", "H", "H", "H", "H", "H", "H", "H", "H", "H", "H", "H", "H", "H", "H", "H", "H", "H", "H", "H", "H", "H", "H", "H", "H", "H", "H", "H", "H", "H", "H", "H", "H", "H", "H", "H", "H", "H", "H", "H", "H", "H", "H", "H", "H", "H", "Cl", "Li", "Br", "K", "Cl", "Li", "C", "C", "O", "N", "C", "H", "H", "H", "H", "H", "H", "H", "C", "N", "O", "O", "H", "H", "H", "N", "S", "O", "O", "F", "S", "O", "O", "F", "Cl"], "positions_angstrom": [[-0.39492, -4.02881, 0.99293], [0.88063, -4.77361, 1.02644], [2.01675, -3.92943, 0.60814], [3.16183, -3.78820, 1.80043], [3.23049, -2.21758, 2.36533], [4.11781, -2.13816, 3.74236], [3.48901, -1.13046, 4.88461], [3.82705, 0.41409, 4.40825], [2.56751, 1.44479, 4.61248], [1.15065, 0.93091, 3.92791], [0.28440, 2.19160, 3.46363], [-1.00002, 2.11926, 2.53151], [-1.15553, 1.29255, 1.32061], [-1.89077, -0.00457, 1.74641], [-1.39094, -0.79634, 3.03916], [-2.34743, -1.92681, 3.28569], [-3.15915, -1.64583, 4.49731], [-4.10939, -0.32059, 4.71999], [-3.10940, -2.51532, 5.54463], [-2.21204, 1.79263, 0.30178], [-3.38922, 2.75587, 0.90762], [-4.78089, 2.70623, -0.01872], [-6.02077, 1.96409, 0.76502], [-6.00496, 0.33091, 0.60837], [-7.64621, -0.43288, 0.11779], [-7.89036, -1.66733, 1.06912], [-8.87551, 0.49069, 0.29634], [-7.58792, -1.26073, -1.83720], [-1.62099, 2.51965, -1.03048], [-0.71386, 1.60417, -1.88112], [-1.48768, 1.10326, -3.09826], [-0.43659, 0.31753, -4.10177], [0.75277, 0.89082, -4.38726], [-0.70996, -0.99368, -4.72977], [-0.29667, 0.38449, -1.04298], [0.03244, 0.87381, 0.52596], [1.53650, 1.99690, 0.30357], [1.30158, 3.58635, 0.43698], [2.26104, 1.80570, -1.31322], [2.89493, 1.63032, 1.39090], [-0.52449, -3.36791, 0.02283], [-0.41914, -3.36166, 1.96917], [-1.34070, -4.72447, 1.04765], [1.66719, -2.87757, 0.20699], [2.53062, -4.48845, -0.30499], [4.18790, -4.15863, 1.36739], [2.83196, -4.50322, 2.67208], [3.76409, -1.60452, 1.49728], [2.10951, -1.86383, 2.51300], [4.14021, -3.21323, 4.22480], [5.24114, -1.85706, 3.51064], [4.06881, -1.32241, 5.88740], [2.35558, -1.33378, 5.09423], [4.21826, 0.34790, 3.29895], [4.71788, 0.79259, 5.06596], [2.88507, 2.47877, 4.13132], [2.36173, 1.67320, 5.75781], [1.43868, 0.16576, 3.05811], [0.61475, 0.26117, 4.75792], [1.05132, 2.97279, 2.97929], [-0.05235, 2.75151, 4.46831], [-1.95172, 1.91715, 3.22784], [-1.13591, 3.27396, 2.23406], [-1.91430, -0.80715, 0.86157], [-3.05062, 0.22475, 1.92772], [-0.32756, -1.32988, 2.94013], [-1.40327, -0.17838, 4.06068], [-3.35777, 0.59514, 4.86665], [-4.78263, -0.03892, 3.80471], [-4.72452, -0.36747, 5.74118], [-2.84894, 0.87820, -0.14034], [-3.72952, 2.33587, 1.97023], [-3.03650, 3.86829, 0.99019], [-4.57815, 2.11781, -1.03616], [-5.10671, 3.81462, -0.21798], [-7.04768, 2.35533, 0.32020], [-6.03170, 2.29689, 1.90801], [-5.20670, 0.07942, -0.22811], [-5.64111, -0.19298, 1.59790], [-1.18588, 3.59503, -0.88761], [-2.57089, 2.67970, -1.74187], [-1.90458, 2.03021, -3.71482], [-2.36908, 0.38454, -2.79446], [0.17293, -1.33319, -5.11218], [0.63003, -0.19576, -1.52288], [-1.19026, -0.36328, -1.12088], [0.44012, -0.12713, 1.03842], [0.29989, 3.70120, 0.67447], [1.93723, 2.61001, -1.85241], [3.33651, 0.83023, 0.97861], [3.52449, -5.85157, -0.97600], [6.82449, -2.96366, 3.15148], [-4.57551, -4.27779, 5.78952], [-0.37551, 2.31898, -5.22016], [-6.37551, 0.84132, 5.50644], [-5.77551, -3.28920, 3.81065], [-1.18545, 8.60500, -7.08200], [-1.27477, 7.37332, -6.22455], [-1.89752, 6.37462, -6.58040], [-0.63866, 7.38444, -5.01888], [0.13586, 8.45193, -4.43049], [-1.74102, 8.44675, -8.01121], [-1.62521, 9.45772, -6.55776], [-0.14147, 8.80930, -7.33466], [-0.74373, 6.52100, -4.49886], [1.14575, 8.07680, -4.24796], [-0.32608, 8.72003, -3.47743], [0.18615, 9.33366, -5.07049], [3.90899, -0.35344, -5.82049], [3.71302, -1.52963, -6.71028], [2.56378, -1.75300, -7.10832], [4.71833, -2.19550, -6.98402], [2.94545, 0.13647, -5.66508], [4.31237, -0.71977, -4.87418], [4.60946, 0.32171, -6.31620], [5.70011, -8.86562, -3.46716], [7.18584, -8.44018, -3.18759], [8.18157, -9.50170, -3.08600], [7.40963, -7.27153, -2.34500], [7.56203, -7.83314, -4.62240], [5.06281, -9.58690, -2.22350], [3.81580, -10.28903, -2.52529], [5.05803, -8.88491, -0.94627], [6.04456, -10.81237, -1.94304], [-2.77551, -5.75151, 0.49809]], "forces_ev_per_a": [[0.298, 0.780, 1.033], [0.005, 2.766, -0.870], [0.091, -0.091, 0.228], [-0.979, 0.309, -0.003], [0.578, -1.124, -0.760], [-1.405, -0.927, 0.813], [1.526, 0.335, -0.108], [-0.374, -0.359, 0.629], [0.088, 0.676, -0.329], [0.908, -1.406, 0.667], [1.758, 1.156, 0.698], [-1.590, 3.894, 2.912], [-1.863, -1.832, -1.506], [-2.077, -3.248, 0.555], [0.294, -1.082, 2.006], [-0.182, 2.428, 0.905], [0.145, -3.106, 6.354], [2.295, -0.376, -0.552], [1.882, 7.205, -7.376], [-2.751, 1.820, -2.413], [-0.714, -0.450, 0.498], [0.080, -0.380, 0.285], [-0.923, 0.555, 0.046], [2.486, 1.003, -0.234], [-6.158, -2.730, 5.761], [2.129, 4.176, -3.882], [5.004, -1.982, -1.799], [0.392, 0.994, 1.149], [-1.398, 0.037, -1.151], [-0.878, -0.574, 0.402], [0.061, -1.054, -0.399], [4.555, -2.566, -0.616], [-3.302, -6.165, 3.564], [1.437, 3.699, 1.896], [-0.550, -0.470, -0.326], [2.527, -3.876, -1.716], [3.515, 4.014, -0.709], [-1.247, -2.574, 0.127], [-1.692, 0.666, 2.398], [-2.660, -1.331, -3.708], [0.452, -1.111, 1.586], [0.042, -0.680, -1.714], [1.866, 0.830, -0.204], [0.405, -1.456, 1.000], [-0.663, 0.766, 1.447], [-1.816, 0.726, 0.725], [0.636, 1.395, -1.635], [-1.285, -0.933, 1.790], [2.442, -0.582, -0.087], [-0.059, 1.912, -1.045], [-1.647, 0.111, 0.357], [-1.256, 0.301, -1.822], [2.202, 0.265, -0.746], [-1.078, 0.475, 2.098], [-1.629, -0.587, -1.282], [-0.702, -2.080, 0.897], [0.576, -0.672, -2.330], [-0.703, 1.875, 1.726], [0.939, 1.605, -1.933], [-1.689, -1.852, 0.871], [0.363, -1.272, -2.335], [2.119, 0.153, -1.763], [0.217, -2.655, 0.346], [0.418, 1.898, 1.802], [2.724, -0.074, -0.170], [-2.330, 1.295, -0.129], [0.170, -0.948, -2.564], [-1.467, -1.690, -0.349], [1.154, -0.732, 1.773], [1.419, -0.331, -2.646], [1.972, 1.719, 1.280], [0.928, 1.154, -2.179], [-0.545, -2.180, -0.002], [-0.474, 1.462, 2.006], [0.680, -2.248, 0.154], [2.165, -0.812, 0.850], [0.033, -0.988, -2.385], [-1.878, 0.158, 1.511], [-1.302, 0.794, -1.966], [-0.441, -2.210, 0.025], [1.766, -0.128, 1.971], [0.260, -2.019, 1.960], [1.565, 1.288, -0.833], [-1.507, 0.881, 0.734], [-1.856, 1.612, 1.280], [1.639, 0.995, 0.740], [-0.771, 2.100, -1.038], [0.737, 0.319, -0.031], [0.458, -1.740, 1.602], [-0.332, 0.972, 0.799], [0.684, -0.222, -0.475], [-0.466, -0.313, -0.176], [-2.453, -1.772, -0.506], [-1.955, 6.358, -4.419], [-1.556, 1.112, 0.138], [0.439, -0.579, 0.883], [-0.106, 0.074, -0.230], [-0.333, -0.732, 0.035], [0.333, 0.239, 0.178], [-0.291, -0.134, -0.597], [0.079, -0.270, 0.394], [0.114, -0.102, 0.310], [0.198, 0.025, -0.081], [-0.113, 0.162, 0.087], [-0.002, 0.324, -0.105], [0.054, 0.329, 0.066], [0.217, 0.249, -0.025], [-0.075, -0.250, 0.063], [-0.120, 0.224, 0.161], [0.428, -1.176, -0.693], [1.284, 0.196, 0.420], [-1.890, 1.188, 0.369], [0.191, -0.232, -0.062], [0.046, 0.047, -0.232], [0.001, -0.231, 0.130], [0.261, -0.281, 0.334], [3.677, 1.600, 0.222], [-1.561, 0.791, 0.138], [-0.740, -1.507, -0.604], [-0.741, -0.189, -0.229], [-3.475, -1.372, 3.036], [1.832, 1.392, -0.626], [0.677, -0.493, -2.026], [0.326, -0.024, -0.206], [-1.194, -0.323, -0.283]]}


2.
{"formula": "C29H60Cl2N6NaO5P2Si4Te", "method": "ωB97M-V with the def2-TZVPD basis set", "gap_ev": 4.60, "charge": -1, "total_energy_ha": -5037.60053, "fmax_ev_per_a": 1.04, "e_homo_ev": -3.0, "species": ["Na", "Cl", "C", "C", "C", "Cl", "C", "O", "C", "C", "O", "C", "H", "H", "H", "C", "N", "C", "P", "O", "O", "P", "O", "N", "C", "C", "N", "C", "C", "N", "C", "C", "H", "H", "H", "H", "H", "H", "H", "H", "H", "H", "H", "H", "H", "H", "H", "H", "H", "H", "H", "H", "H", "H", "H", "H", "C", "Si", "C", "C", "Si", "Te", "Si", "C", "C", "C", "Si", "C", "C", "C", "H", "H", "H", "H", "H", "H", "H", "H", "H", "H", "H", "H", "H", "H", "H", "H", "H", "H", "H", "H", "H", "H", "H", "H", "H", "H", "H", "N", "C", "C", "C", "N", "C", "C", "H", "H", "H", "H", "H", "H"], "positions_angstrom": [[0.06318, 0.18717, 2.12045], [-4.68197, 5.34754, 4.22271], [-3.36032, 4.38865, 3.58807], [-2.10390, 4.99250, 3.40692], [-1.05508, 4.26851, 2.93081], [0.49340, 5.04271, 2.72154], [-1.13715, 2.85438, 2.59550], [-0.13937, 2.21335, 2.20991], [-2.46697, 2.30795, 2.76084], [-2.79650, 0.93864, 2.38795], [-2.04146, 0.10935, 1.91004], [-3.53206, 3.07627, 3.26064], [-1.97231, 6.04052, 3.64319], [-3.86850, 0.67987, 2.51129], [-4.50360, 2.60905, 3.37906], [0.76212, -5.56694, 2.25422], [0.83772, -4.27880, 1.59419], [1.57290, -4.26221, 0.33659], [0.41734, -2.89134, 2.33987], [0.74814, -1.72855, 1.49671], [1.27201, -2.77164, 3.74283], [1.83120, -1.32440, 4.23144], [0.82210, -0.24931, 4.10023], [2.24306, -1.50525, 5.81501], [1.25278, -1.19373, 6.83752], [3.17452, -2.55184, 6.19779], [3.25797, -1.16954, 3.43624], [3.67127, -1.99490, 2.30582], [3.75388, 0.20799, 3.33807], [-1.09433, -3.16744, 2.90588], [-2.10729, -3.28357, 1.83470], [-1.63546, -2.46123, 4.06792], [0.24648, -6.29034, 1.61622], [0.20965, -5.48340, 3.18778], [1.76418, -5.95273, 2.47060], [1.06825, -4.90457, -0.38919], [2.59559, -4.62980, 0.47671], [1.59819, -3.25266, -0.06512], [0.58249, -0.41895, 6.47653], [1.76261, -0.82944, 7.73205], [0.66556, -2.07802, 7.11479], [3.89247, -2.72359, 5.39803], [2.65610, -3.49283, 6.41704], [3.72496, -2.24612, 7.09042], [3.30347, -3.01251, 2.41716], [4.76351, -2.02865, 2.29030], [3.31123, -1.58905, 1.35911], [3.56249, 0.74978, 4.26346], [3.27993, 0.74406, 2.51312], [4.83170, 0.18243, 3.16857], [-1.67256, -3.73903, 0.94649], [-2.49109, -2.30019, 1.55542], [-2.91700, -3.92106, 2.19503], [-0.87419, -2.33261, 4.83173], [-2.44195, -3.06893, 4.48475], [-2.03340, -1.48383, 3.79142], [-1.10154, 3.89283, -2.31840], [-2.27549, 2.84079, -3.33754], [-2.38444, 3.60746, -5.05818], [-3.97784, 2.99197, -2.55116], [-1.58910, 0.62639, -3.40117], [-1.10436, -0.34400, -1.23584], [0.25351, 0.53689, -4.83248], [1.48349, 1.92077, -4.47924], [-0.18969, 0.64913, -6.66655], [1.18850, -1.07727, -4.60199], [-3.24870, -0.59740, -4.49848], [-4.68185, -0.90293, -3.32227], [-3.98445, 0.17026, -6.06015], [-2.55717, -2.28530, -4.96655], [-1.49590, 4.90714, -2.20176], [-0.11583, 3.95603, -2.78544], [-0.96585, 3.45371, -1.32671], [-2.77833, 4.62608, -4.97804], [-3.03999, 3.03672, -5.71868], [-1.40199, 3.65934, -5.53421], [-4.25714, 4.04323, -2.43157], [-3.98485, 2.51652, -1.56766], [-4.74078, 2.50099, -3.16134], [1.06802, 2.90312, -4.71708], [2.39435, 1.78191, -5.07102], [1.75343, 1.92310, -3.41968], [-0.73229, 1.56918, -6.89718], [-0.82592, -0.18763, -6.96517], [0.71736, 0.62296, -7.27909], [1.52237, -1.16148, -3.56531], [2.05685, -1.11400, -5.26831], [0.55115, -1.94084, -4.80416], [-5.22911, 0.02030, -3.11717], [-4.29312, -1.27230, -2.37058], [-5.38096, -1.63535, -3.73848], [-4.46406, 1.12740, -5.84223], [-4.74263, -0.50158, -6.47569], [-3.22768, 0.35061, -6.82651], [-2.06191, -2.72319, -4.09632], [-1.81943, -2.20897, -5.76945], [-3.35549, -2.95766, -5.29599], [6.20409, 1.99488, -0.27131], [4.84626, 1.68073, -0.24454], [4.37291, 0.47359, -0.75313], [3.01741, 0.19978, -0.66399], [2.12516, 1.01566, -0.11466], [2.58610, 2.16849, 0.37305], [3.91994, 2.54316, 0.33635], [6.74095, 1.50397, -0.96787], [6.41236, 2.98013, -0.25178], [5.04556, -0.23475, -1.22347], [2.61054, -0.72411, -1.06854], [1.84221, 2.81549, 0.82910], [4.22939, 3.49627, 0.74926]], "forces_ev_per_a": [[0.444, 0.091, -0.931], [0.034, -0.033, -0.023], [0.098, 0.058, -0.005], [-0.129, 0.163, 0.061], [0.072, -0.254, -0.063], [-0.068, -0.043, 0.005], [-0.189, 0.283, 0.087], [-0.067, 0.943, 0.087], [-0.088, -0.329, -0.017], [0.108, 0.628, -0.239], [-0.626, -0.350, 0.507], [-0.009, 0.009, -0.010], [0.005, -0.014, 0.011], [0.010, 0.019, 0.080], [-0.001, 0.006, -0.021], [-0.069, -0.029, -0.029], [0.232, -0.116, 0.067], [-0.034, -0.018, -0.042], [0.340, 0.083, 0.076], [-0.006, -0.499, -0.030], [-0.047, -0.070, -0.005], [-0.186, 0.140, 0.048], [0.424, -0.421, 0.372], [-0.072, -0.180, 0.109], [0.003, -0.005, 0.027], [0.039, 0.013, 0.009], [0.045, 0.036, -0.222], [0.018, -0.022, 0.053], [0.042, -0.008, 0.069], [-0.269, 0.235, -0.123], [0.036, -0.103, 0.032], [0.043, -0.115, 0.077], [0.012, -0.001, -0.009], [-0.007, 0.028, -0.005], [0.000, -0.005, 0.007], [0.016, -0.019, 0.006], [0.004, 0.007, 0.003], [-0.037, 0.014, 0.016], [0.010, 0.005, -0.024], [0.009, -0.011, 0.003], [-0.001, 0.000, 0.004], [-0.008, 0.014, -0.011], [0.007, -0.006, -0.004], [-0.016, 0.007, 0.010], [-0.005, 0.002, 0.018], [0.003, 0.018, -0.013], [0.001, -0.012, -0.009], [-0.041, -0.011, 0.004], [0.022, 0.017, -0.012], [0.000, -0.003, 0.007], [0.010, -0.002, 0.003], [-0.004, 0.003, -0.008], [-0.023, 0.021, -0.005], [0.002, -0.004, -0.001], [-0.016, 0.016, -0.010], [0.017, 0.009, 0.006], [0.075, 0.022, 0.042], [0.008, 0.003, 0.129], [0.001, 0.086, -0.069], [-0.098, -0.032, -0.002], [-0.002, -0.073, -0.351], [-0.048, -0.258, -0.053], [-0.022, 0.022, 0.076], [0.056, 0.044, 0.026], [-0.040, 0.022, -0.070], [0.042, -0.068, 0.014], [0.010, 0.010, 0.156], [-0.060, 0.002, 0.041], [0.004, 0.042, -0.073], [0.033, -0.056, -0.050], [0.028, 0.002, 0.014], [-0.001, 0.013, 0.003], [-0.016, -0.007, 0.000], [0.014, -0.002, -0.068], [-0.023, 0.000, 0.003], [0.011, 0.015, 0.015], [-0.020, -0.014, 0.012], [0.022, 0.009, 0.006], [-0.009, 0.021, -0.003], [-0.002, -0.002, -0.016], [0.009, 0.032, 0.022], [0.009, -0.012, 0.002], [0.014, 0.015, 0.006], [0.023, -0.019, -0.013], [-0.023, 0.003, -0.021], [0.001, 0.007, -0.004], [0.007, -0.037, 0.024], [0.003, -0.001, -0.025], [-0.011, 0.001, -0.003], [-0.012, -0.024, -0.005], [-0.013, 0.005, 0.031], [-0.035, -0.015, 0.021], [0.004, 0.032, -0.032], [0.003, -0.018, -0.010], [-0.019, -0.019, 0.002], [-0.003, -0.009, -0.011], [0.028, -0.021, 0.000], [0.016, -0.036, 0.035], [0.047, 0.036, 0.005], [-0.016, -0.022, -0.016], [-0.103, -0.039, -0.082], [0.130, 0.110, 0.365], [-0.073, 0.027, -0.022], [-0.021, 0.022, -0.055], [-0.022, 0.015, -0.023], [-0.012, -0.001, 0.001], [0.006, 0.004, 0.003], [0.000, -0.001, 0.002], [0.001, -0.017, 0.021], [0.007, -0.004, 0.006]]}